DFT (the ωB97M-V functional and the def2-TZVPD basis) results for C50H68N6O4PdSSi3 as an isolated structure at a distorted geometry.

Calculated values
LUMO (alpha / beta) in eV: -5.72 / -5.71
Orbital gap (alpha / beta) in eV: 6.9585 / 6.9715
Charge: +2
Maximum force in eV/Å: 1.86
2S+1: 1

Last column: Löwdin charge in e.
Cartesian coordinates (Å):
Pd 0.3461 -1.4128 0.0734  0.7330
C 2.5490 -3.3431 -2.2139  -0.1707
Si 2.6560 -3.3236 -0.3494  0.3952
C 3.6259 -4.8460 0.1403  -0.1588
C 3.6470 -1.8231 0.1940  -0.1744
C 0.9815 -3.3948 0.5473  -0.4607
Si 1.1334 -3.5569 2.4250  0.4120
C 1.1801 -5.3776 2.8422  -0.1589
C 2.6570 -2.7776 3.1568  -0.1667
C -0.3924 -2.7426 3.1654  -0.1689
Si -0.3169 -4.5218 -0.1535  0.4498
C -1.8910 -4.6949 0.8354  -0.1614
C 0.3367 -6.2151 -0.5768  -0.1495
C -0.8220 -3.7371 -1.7792  -0.3012
C -1.5205 -4.4683 -2.7470  -0.0409
C -1.8049 -3.8922 -3.9725  -0.0256
C -1.3380 -2.6090 -4.2219  -0.0263
C -0.6492 -1.9459 -3.2242  -0.1460
N -0.4188 -2.4673 -2.0151  0.0214
H 3.5687 -3.3653 -2.6230  0.0502
H 2.0321 -2.4753 -2.6283  0.0032
H 2.0325 -4.2436 -2.5739  0.0378
H 4.5727 -4.8524 -0.4182  0.0516
H 3.0918 -5.7739 -0.0980  0.0305
H 3.8715 -4.8569 1.2098  0.0270
H 4.4206 -1.6072 -0.5562  0.0474
H 4.1660 -2.0288 1.1348  0.0282
H 3.0398 -0.9232 0.3397  -0.0090
H 2.0183 -5.8748 2.3392  0.0344
H 0.2581 -5.9012 2.5595  0.0259
H 1.3172 -5.5043 3.9244  0.0519
H 3.5573 -3.3464 2.8996  0.0364
H 2.5591 -2.7905 4.2512  0.0488
H 2.7970 -1.7422 2.8420  0.0100
H -1.2519 -3.4203 3.1675  0.0313
H -0.6644 -1.8601 2.5807  -0.0150
H -0.2092 -2.4398 4.2046  0.0401
H -1.7226 -5.1590 1.8124  0.0300
H -2.5830 -5.3407 0.2803  0.0486
H -2.3808 -3.7268 0.9955  0.0225
H 0.8182 -6.6969 0.2826  0.0366
H 1.0620 -6.1736 -1.3964  0.0395
H -0.4927 -6.8613 -0.8912  0.0472
H -1.8229 -5.4911 -2.5350  0.1146
H -2.3496 -4.4413 -4.7326  0.1226
H -1.5120 -2.1188 -5.1686  0.1144
H -0.2180 -0.9693 -3.4301  0.1074
C 2.5561 3.8555 -4.8833  -0.0503
C 1.2954 3.8606 -4.0186  -0.5462
C 1.2742 5.1272 -3.1447  -0.0234
C 0.0652 3.8720 -4.9469  -0.0364
C 1.2267 2.6254 -3.1234  -0.1194
C 2.2673 1.7314 -2.9571  0.0375
C 2.0902 0.5871 -2.1877  -0.0755
N 0.9239 0.2390 -1.6581  0.1037
C -0.0512 1.0920 -1.8583  -0.2131
C 0.0308 2.3072 -2.4754  0.0643
C -1.8539 1.0145 -0.0728  -0.2434
C -2.6170 2.1493 -0.0092  0.0812
C -3.1617 2.4935 1.2255  -0.1269
C -2.8297 1.6616 2.2810  0.0442
C -2.0225 0.5549 2.0701  -0.0624
N -1.5468 0.2041 0.8774  0.1284
C -4.1497 3.6385 1.3545  -0.5503
C -4.1078 4.2580 2.7547  -0.0427
C -5.5487 3.0415 1.0997  -0.0215
C -3.8719 4.7328 0.3125  -0.0445
H 2.5342 4.7187 -5.5517  0.0978
H 2.6138 2.9561 -5.5032  0.0986
H 3.4672 3.9338 -4.2831  0.0880
H 1.2070 6.0109 -3.7869  0.0996
H 2.1833 5.2145 -2.5466  0.0865
H 0.4137 5.1349 -2.4669  0.0850
H 0.1709 4.6769 -5.6767  0.0964
H -0.8636 4.0506 -4.3937  0.0782
H -0.0308 2.9258 -5.4916  0.0991
H 3.2306 1.9051 -3.4220  0.1220
H 2.9075 -0.1067 -2.0250  0.1138
H -0.8143 2.9731 -2.5165  0.1142
H -2.8052 2.7412 -0.8961  0.1226
H -3.1974 1.8562 3.2819  0.1252
H -1.7525 -0.0952 2.8949  0.1041
H -4.4218 3.5543 3.5287  0.0820
H -4.7925 5.1052 2.7929  0.0951
H -3.1052 4.6229 2.9976  0.1008
H -5.7873 2.2634 1.8313  0.0951
H -5.6154 2.6064 0.0968  0.0866
H -6.3026 3.8301 1.1817  0.1002
H -2.8270 5.0594 0.3417  0.0981
H -4.4989 5.6001 0.5253  0.0962
H -4.1159 4.4073 -0.7041  0.0804
O -5.0173 0.7136 -3.5717  -0.2063
S -3.7797 1.3302 -4.4903  1.0142
O -3.3598 0.3349 -5.4364  -0.3622
N -2.5767 1.3491 -3.2819  0.0095
C -2.5878 0.5086 -2.4041  -0.2421
O -1.3860 0.5557 -1.4165  -0.0195
C -3.5797 -0.4613 -2.0475  -0.0855
C -3.4148 -1.5154 -1.1351  -0.0063
C -4.4601 -2.3647 -0.8763  -0.0340
C -5.6824 -2.1913 -1.5377  -0.0121
C -5.8528 -1.1825 -2.4621  0.0337
C -4.8032 -0.3164 -2.7157  -0.2460
H -2.4647 -1.6569 -0.6478  0.0830
H -4.3357 -3.1734 -0.1661  0.1051
H -6.5079 -2.8623 -1.3294  0.1263
H -6.7891 -1.0432 -2.9902  0.1407
C 4.2474 1.6270 4.9007  0.0212
N 2.9451 1.3470 4.2886  -0.0720
N 2.7932 1.3645 2.9077  0.0747
C 1.6394 0.6232 2.5863  -0.3987
O 1.2006 0.4557 1.4210  -0.0746
C 1.1258 0.1684 3.8311  0.0315
C 1.9642 0.6018 4.8241  -0.2518
C 1.9338 0.3206 6.2866  0.0112
C 3.2502 2.5263 2.2046  -0.1898
C 3.3026 3.7523 2.8587  -0.0215
C 3.7516 4.8768 2.1801  -0.0601
C 4.1336 4.7829 0.8507  -0.0749
C 4.0567 3.5587 0.2021  -0.0721
C 3.6145 2.4245 0.8711  -0.0092
H 4.9083 2.0414 4.1492  0.0962
H 4.6931 0.7158 5.2940  0.1006
H 4.1438 2.3500 5.7068  0.1006
H 0.2269 -0.4190 3.9564  0.0798
H 0.9602 -0.0745 6.5685  0.0917
H 2.1288 1.2228 6.8663  0.0936
H 2.6934 -0.4186 6.5560  0.0979
H 2.9799 3.8347 3.8889  0.1176
H 3.7957 5.8303 2.6931  0.1146
H 4.4921 5.6623 0.3263  0.1117
H 4.3588 3.4789 -0.8348  0.1018
H 3.5568 1.4649 0.3773  0.0971

Force components x, y, z for each atom (eV/Å):
Pd 0.4 -1.6 -0.9
C 0.0 -0.1 -0.2
Si 0.0 -0.2 0.2
C 0.2 -0.2 0.1
C 0.2 0.2 0.0
C 0.1 1.4 0.1
Si -0.2 -0.1 -0.1
C -0.1 -0.2 0.1
C 0.2 0.1 0.2
C -0.1 -0.1 0.3
Si 0.0 -0.1 0.0
C -0.2 0.0 0.2
C 0.1 -0.3 0.1
C -0.1 0.0 -0.4
C 0.1 0.2 0.1
C 0.0 0.0 -0.1
C -0.1 0.0 0.1
C 0.2 0.2 0.0
N 0.0 -0.3 0.8
H -0.2 0.0 0.1
H 0.1 -0.1 0.0
H 0.1 0.2 0.0
H -0.2 0.0 0.1
H 0.1 0.2 0.0
H 0.0 0.0 -0.2
H -0.1 0.0 0.1
H -0.1 0.1 -0.2
H 0.1 0.0 0.0
H -0.1 0.1 0.1
H 0.2 0.1 0.1
H 0.0 0.0 -0.2
H -0.1 0.1 0.1
H 0.0 0.0 -0.2
H 0.0 -0.1 0.1
H 0.1 0.1 0.0
H 0.0 0.0 0.0
H 0.0 -0.1 -0.2
H -0.1 0.1 -0.1
H 0.1 0.1 0.1
H 0.1 -0.1 0.0
H -0.1 0.1 -0.2
H -0.1 0.0 0.1
H 0.1 0.1 0.0
H 0.0 0.2 0.0
H 0.0 0.1 0.0
H 0.0 0.0 -0.1
H -0.2 -0.1 0.1
C 0.0 0.0 0.0
C -0.1 0.1 0.1
C 0.0 0.0 0.0
C 0.0 -0.1 0.0
C 0.0 0.2 -0.1
C 0.3 -0.2 0.1
C 0.4 -0.1 0.0
N -0.9 0.6 -0.1
C 0.0 -0.3 0.0
C -0.5 0.1 0.0
C -0.1 0.1 -0.6
C 0.0 0.3 -0.5
C -0.1 0.1 -0.2
C 0.1 -0.3 0.4
C 0.0 -0.1 0.6
N 0.0 -0.2 0.0
C -0.1 0.1 -0.1
C 0.1 0.0 0.0
C 0.0 0.0 0.0
C 0.0 0.0 0.0
H 0.0 -0.1 0.1
H 0.0 0.1 0.0
H -0.1 0.0 0.0
H 0.0 -0.1 0.1
H 0.0 0.0 0.0
H 0.1 0.0 -0.1
H 0.0 0.0 0.1
H 0.1 0.0 -0.1
H 0.0 0.1 0.0
H -0.1 -0.1 0.0
H 0.0 0.0 0.0
H -0.1 0.0 -0.1
H 0.0 0.0 0.1
H 0.1 -0.1 -0.1
H -0.1 0.1 0.0
H 0.0 0.1 0.0
H 0.0 0.0 0.0
H -0.1 0.0 0.0
H 0.0 0.1 -0.1
H 0.0 0.0 0.1
H 0.1 -0.1 0.0
H -0.1 0.0 0.0
H 0.0 -0.1 0.0
H 0.0 0.0 0.1
O 0.2 0.4 -0.2
S -0.5 0.2 -0.5
O 0.2 -0.2 0.2
N 0.6 1.2 -1.1
C 0.2 -1.1 1.4
O -0.1 0.7 0.3
C 0.1 -0.3 0.1
C 0.0 0.1 -0.1
C -0.2 -0.1 0.0
C 0.1 -0.1 0.1
C -0.2 0.0 -0.1
C 0.0 -0.3 0.2
H 0.1 0.0 0.1
H 0.0 0.1 -0.1
H 0.1 0.0 0.0
H 0.1 0.0 0.0
C -0.1 -0.1 -0.1
N 0.2 0.3 0.0
N -0.1 -0.2 -0.2
C -0.1 0.0 0.1
O 0.5 -0.1 0.2
C -0.2 0.0 0.0
C 0.0 0.0 0.1
C 0.0 0.0 -0.1
C -0.2 -0.1 0.0
C -0.1 0.1 0.0
C 0.0 0.0 0.1
C 0.0 0.0 -0.1
C 0.0 -0.1 -0.1
C 0.0 0.0 0.0
H 0.0 0.0 -0.1
H 0.0 -0.1 0.0
H -0.1 0.0 0.0
H 0.3 0.2 0.0
H 0.0 0.0 0.0
H 0.0 0.0 0.0
H 0.0 0.0 0.0
H 0.0 0.0 0.0
H 0.0 -0.1 0.0
H 0.0 -0.1 0.0
H 0.0 0.0 0.0
H 0.0 0.0 0.0

DFT (the ωB97M-V functional and the def2-TZVPD basis) results for a 2-piece molecular cluster, C6H17NO2 overall at a distorted geometry.

Calculated values
LUMO in eV: 0.77
Orbital gap in eV: 9.8284
Maximum force in eV/Å: 2.11
2S+1: 1

Last column: natural (NBO) charge in e.
Cartesian coordinates (Å):
C -2.5351 -1.5885 -0.1004  -0.0639
O -3.0304 -1.0072 -1.2974  -0.7378
C -1.8376 -0.4906 0.7122  -0.4302
C -1.1283 0.5911 -0.1030  -0.4013
C 0.0168 -0.0284 -0.9487  -0.4011
C 1.1736 -0.6606 -0.1070  -0.2233
N 1.6839 0.3184 0.8204  -0.6643
C 2.9154 -0.0392 1.5270  -0.4072
H -3.4337 -1.9294 0.4372  0.1652
H -1.9174 -2.4949 -0.2173  0.1607
H -3.1591 -1.6555 -2.0037  0.4762
H -1.1988 -0.9820 1.4594  0.2039
H -2.6425 0.0313 1.2452  0.2089
H -1.7839 1.1707 -0.7441  0.2302
H -0.6771 1.3412 0.5508  0.1969
H 0.4676 0.7722 -1.5629  0.2004
H -0.3612 -0.7273 -1.6996  0.2115
H 0.7755 -1.5725 0.3435  0.1597
H 1.9161 -0.9819 -0.8444  0.2033
H 1.0895 0.6888 1.5451  0.3690
H 2.8473 -0.6697 2.4276  0.1719
H 3.5091 -0.6443 0.8171  0.1968
H 3.4280 0.8742 1.8355  0.1938
H 2.4701 2.8393 0.3630  0.4557
H 1.7624 1.8483 -0.5020  0.4829
O 2.2642 2.6887 -0.5652  -0.9579

Force components x, y, z for each atom (eV/Å):
C -0.7 -0.2 0.3
O 0.3 -0.1 -0.8
C -1.0 0.4 0.2
C 1.4 -0.9 -0.4
C 0.5 0.8 0.0
C -2.0 0.2 -0.7
N 1.2 -0.1 0.8
C 0.5 -0.6 -0.8
H 0.4 -0.1 0.3
H 0.1 0.5 -0.5
H 0.1 0.1 0.5
H 0.0 0.3 -0.2
H 0.2 -0.2 0.3
H -0.3 -0.3 -0.1
H -0.1 -0.1 0.2
H -0.1 -0.1 0.2
H -0.1 -0.2 0.3
H 0.1 -0.2 0.4
H 0.4 0.3 0.4
H -1.0 -0.3 -0.5
H -0.6 0.0 -0.1
H 0.2 0.6 0.4
H 0.2 -0.1 -0.2
H 0.1 0.1 -0.1
H 0.6 0.5 0.1
O -0.4 -0.2 -0.1

DFT (the ωB97M-V functional and the def2-TZVPD basis) results for C18H37CoO2P3 as an isolated structure at a distorted geometry.

Calculated values
LUMO (alpha / beta) in eV: -8.97 / -13.30
Orbital gap (alpha / beta) in eV: 8.9148 / 4.9564
Charge: +3
Maximum force in eV/Å: 7.59
2S+1: 5

Last column: Löwdin spin population.
Cartesian coordinates (Å):
Co -0.6368 -0.4581 0.9664  1.6970
P -2.6331 -0.9006 1.7147  0.0485
P 0.0491 -2.2546 0.0421  0.0455
P -0.6534 1.6495 1.2332  0.0420
H 2.8359 -0.4754 -4.6175  0.0125
C 3.4491 0.3093 -4.1575  0.4347
C 4.4023 0.0436 -3.2549  0.3878
H 4.6013 -0.9451 -2.8653  0.0092
C -3.9907 -0.5611 0.5220  0.0197
C -3.0272 -2.6379 2.1805  0.0161
C -3.2717 -0.0564 3.2044  0.0052
C 1.5288 -2.6983 -0.9274  0.0030
C 0.0632 -3.6219 1.2919  0.0129
C -1.3577 -2.7171 -1.0643  0.0303
C 0.9186 2.5012 0.8405  0.0083
C -1.0000 2.4187 2.8609  0.0125
C -1.8557 2.4184 0.0847  0.0272
H 3.3417 1.3391 -4.5423  0.0120
H 5.0664 0.8542 -2.9174  0.0101
H -4.9002 -1.0287 0.9212  0.0032
H -3.7567 -0.9831 -0.4641  0.0004
H -4.1427 0.5242 0.4409  -0.0002
H -4.0987 -2.6187 2.4277  0.0015
H -2.4655 -2.9233 3.0817  0.0001
H -2.8494 -3.3601 1.3714  0.0000
H -3.6319 0.9514 2.9728  0.0001
H -2.5085 -0.0036 3.9938  0.0000
H -4.1141 -0.6533 3.5654  0.0001
H 1.6880 -3.7799 -0.8894  0.0005
H 2.3995 -2.1413 -0.5554  0.0012
H 1.4021 -2.3879 -1.9616  -0.0003
H -0.5821 -4.4639 1.0000  0.0012
H -0.2438 -3.2723 2.2833  0.0016
H 1.0954 -3.9588 1.3916  0.0008
H -1.0609 -3.5425 -1.7236  0.0055
H -1.5947 -1.8395 -1.6774  0.0029
H -2.2646 -2.9962 -0.5142  -0.0002
H 1.1001 3.3427 1.5297  -0.0003
H 0.8598 2.8658 -0.1959  0.0025
H 1.7416 1.7743 0.9113  0.0050
H -0.4334 3.3577 2.9123  0.0016
H -0.6552 1.7390 3.6528  0.0004
H -2.0729 2.6228 2.9516  0.0002
H -1.4589 3.3634 -0.3048  0.0038
H -2.7844 2.6148 0.6365  0.0002
H -2.0559 1.7291 -0.7439  0.0034
C 2.7209 0.7812 -1.2147  0.1213
C 1.4602 0.7667 -1.9548  0.1727
C 1.0722 1.8784 -2.6693  0.0250
C 1.8480 3.0524 -2.6405  0.2242
C 2.9584 3.1410 -1.8043  -0.0072
C 3.4026 2.0590 -1.0602  0.1837
O 3.3253 -0.3164 -1.0190  0.3658
H 0.7431 -0.5850 0.0377  -0.0102
H 1.0405 -0.2219 -2.1580  0.0052
H 0.2319 1.7921 -3.3574  -0.0026
H 1.5847 3.9136 -3.2730  0.0091
H 3.5248 4.0773 -1.7649  -0.0037
H 4.3108 2.0653 -0.4529  0.0054
O 1.0531 -0.8112 3.2970  -0.0041
C 0.2817 -0.7324 2.4258  0.0456

Force components x, y, z for each atom (eV/Å):
Co -0.1 -0.7 -1.7
P -3.2 -0.9 0.4
P 0.1 -3.5 -1.3
P 0.8 3.7 -0.4
H 0.2 0.3 0.2
C -2.5 1.0 -2.9
C 2.9 -0.3 2.7
H 0.1 -0.1 -0.2
C 0.3 0.1 0.0
C 0.2 0.0 0.1
C 0.5 0.2 0.2
C 0.1 0.5 0.1
C 0.2 0.5 0.6
C 0.1 0.7 -0.2
C 0.3 -0.2 -0.2
C -0.1 -0.6 0.1
C -0.1 -0.2 0.1
H -0.1 -0.7 0.2
H -0.3 -0.5 -0.1
H 0.1 0.2 -0.2
H -0.2 0.2 0.2
H 0.0 -0.3 -0.1
H 0.3 -0.2 -0.1
H -0.2 0.0 -0.3
H -0.1 0.2 0.4
H 0.1 -0.2 0.0
H -0.3 0.0 -0.2
H 0.1 0.1 0.0
H -0.1 0.2 0.0
H -0.2 -0.5 0.0
H -0.1 -0.1 -0.1
H 0.2 0.4 -0.2
H -0.1 -0.2 -0.2
H 0.0 -0.1 0.0
H 0.0 0.1 0.2
H -0.1 -0.2 -0.1
H 0.4 0.1 -0.1
H 0.0 -0.4 -0.4
H 0.1 -0.1 0.5
H -0.2 0.5 0.1
H -0.3 -0.3 0.0
H -0.2 0.4 0.0
H 0.3 -0.1 0.2
H -0.2 -0.2 0.1
H 0.1 0.0 -0.3
H -0.1 0.3 0.1
C 0.5 0.1 -1.1
C 0.5 -0.1 -0.4
C -0.1 -0.5 -0.4
C -0.5 0.5 -0.2
C 1.0 0.2 0.6
C -0.3 -0.2 -0.2
O -0.2 0.7 0.3
H -1.3 0.3 0.6
H -0.1 0.4 0.2
H 0.1 0.2 0.2
H 0.1 -0.5 0.3
H -0.2 -0.3 0.0
H -0.3 0.2 -0.2
O -3.0 0.2 -3.1
C 4.9 -0.5 5.7

DFT (the ωB97M-V functional and the def2-TZVPD basis) results for an isolated molecule of C5H5NO at a distorted geometry.

Calculated values
LUMO in eV: 0.80
Orbital gap in eV: 11.1376
Maximum force in eV/Å: 1.17
2S+1: 1

Last column: natural (NBO) charge in e.
Cartesian coordinates (Å):
N 0.4575 -1.1898 -2.9096  -0.2725
C 0.2542 -0.8191 -1.8329  0.2648
C 0.0246 -0.3180 -0.4884  0.1024
C -1.0685 0.6286 0.0184  -0.3693
C -0.2543 0.0095 1.2306  0.0752
C 1.0687 0.2526 0.4733  -0.3925
O -0.4047 -1.2761 0.5365  -0.4946
H -1.0023 1.7021 -0.1258  0.2051
H -2.0695 0.2403 -0.2536  0.2305
H -0.3051 -0.0637 2.3389  0.2156
H 1.4164 1.2759 0.3127  0.2097
H 1.8829 -0.4422 0.6999  0.2256

Force components x, y, z for each atom (eV/Å):
N -0.2 0.4 1.1
C 0.1 -0.3 -1.1
C 0.1 -0.2 -0.5
C -0.2 0.2 0.3
C -0.2 -0.3 0.7
C 0.1 0.0 -0.1
O 0.6 -0.6 -0.2
H 0.3 0.1 -0.2
H 0.5 0.2 0.8
H -0.6 0.5 -0.9
H -0.2 -0.1 0.0
H -0.3 0.1 0.1

The highest 2S+1 belongs to which entry?
C18H37CoO2P3

maximum force of number 1 (C50H68N6O4PdSSi3)?
1.86 eV/Å